{"formula": "C40H43MnN7O2", "method": "ωB97M-V/def2-TZVPD", "symbols": ["Mn", "O", "O", "N", "N", "N", "N", "N", "N", "N", "C", "C", "C", "C", "C", "C", "C", "C", "C", "C", "C", "C", "C", "C", "C", "C", "C", "C", "C", "C", "C", "C", "C", "C", "C", "C", "C", "C", "C", "C", "C", "C", "C", "C", "C", "C", "C", "C", "C", "C", "H", "H", "H", "H", "H", "H", "H", "H", "H", "H", "H", "H", "H", "H", "H", "H", "H", "H", "H", "H", "H", "H", "H", "H", "H", "H", "H", "H", "H", "H", "H", "H", "H", "H", "H", "H", "H", "H", "H", "H", "H", "H", "H"], "positions_angstrom": [[1.090897, -0.591578, -0.060863], [0.696167, 1.353631, -1.433888], [1.174194, -1.593867, -1.870726], [2.962469, -0.092214, -0.907400], [3.260336, -0.618040, -2.126332], [-1.859428, -1.593614, 1.776499], [1.069201, 3.025297, -2.888117], [2.141634, 0.639459, 1.467040], [-1.087500, 0.351125, 0.676169], [-3.118140, 0.299586, 1.885544], [-0.239661, -4.876619, 1.981714], [2.255899, -1.450637, -2.470154], [-1.410030, 1.703819, 0.380380], [-2.645134, 0.887044, -1.663335], [0.935189, 3.584435, -4.234105], [3.218002, 1.222382, 0.983626], [-2.088005, 4.361651, -0.176458], [1.819517, -4.129842, -5.090345], [-1.947288, -0.288740, 1.411164], [2.385703, 1.814081, 3.524857], [1.617721, -3.326893, -3.969641], [0.240302, 0.874669, -3.731267], [1.020871, -4.622502, 1.452990], [1.302324, -3.344784, 0.983116], [-0.986271, 2.734033, 1.211310], [1.752423, 0.894831, 2.702491], [-1.324730, 4.057158, 0.942912], [-2.561715, -4.147083, 2.622924], [-6.055412, -0.624724, 3.935361], [3.670393, 0.805368, -0.392536], [2.479926, -2.274950, -3.705009], [3.905303, 2.162788, 1.721973], [0.681018, 1.759107, -2.593843], [-2.495048, 3.333414, -1.020640], [-0.828538, -2.585618, 1.595191], [-4.081409, -0.881183, 5.275086], [4.869223, 1.401558, -1.053074], [-1.186092, -3.864821, 2.057370], [2.878165, -3.868364, -5.952143], [-5.260648, -0.219223, 2.874199], [-5.459893, -0.979828, 5.141519], [3.734442, -2.803804, -5.692555], [0.391291, -2.271001, 1.028109], [-1.783144, -0.240951, 4.457455], [1.491823, 3.908185, -1.800560], [3.536401, -2.011599, -4.567248], [3.472166, 2.471521, 3.009197], [-3.264891, -0.442268, 4.229294], [-2.172971, 2.000971, -0.758170], [-3.875273, -0.139686, 3.005912], [0.659138, 4.506838, -1.420107], [-3.412205, 1.137757, 1.417454], [4.774800, 2.648874, 1.291230], [5.139740, 0.785225, -1.904860], [-1.200012, -1.138934, 4.226851], [1.150617, -4.961132, -5.287647], [-3.083661, 3.565812, -1.906550], [4.559403, -2.593904, -6.364772], [-1.599881, 0.019801, 5.501362], [0.046315, -0.116024, -3.335964], [-2.879240, 1.269528, -2.661101], [0.800212, -3.509131, -3.283548], [-0.380903, 2.488267, 2.078280], [-0.673778, 1.266795, -4.191906], [-2.692837, -5.216352, 2.782967], [1.530128, 3.038476, -4.966064], [5.718226, 1.456740, -0.365905], [-0.100985, 3.595545, -4.574956], [-3.615943, -1.119332, 6.230135], [4.197192, -1.181200, -4.343686], [3.995395, 3.214874, 3.601110], [2.022501, 2.003197, 4.528279], [-0.497346, -5.870599, 2.337614], [1.009425, 0.814798, -4.504845], [-7.132521, -0.675820, 3.816189], [-5.707098, 0.036171, 1.916855], [3.037466, -4.494104, -6.824909], [-6.065749, -1.313823, 5.977746], [1.761693, -5.416349, 1.395141], [2.285610, -3.181369, 0.549813], [-3.360323, -3.821066, 1.946780], [-2.367070, 5.386633, -0.389785], [1.288716, 4.611861, -4.214490], [0.884071, 0.332418, 3.035594], [-2.665491, -1.913121, 2.277234], [-3.552304, 0.410806, -1.273855], [1.874758, 3.312017, -0.979647], [-2.728043, -3.653675, 3.590530], [-1.398715, 0.569271, 3.829529], [-1.889749, 0.107824, -1.746013], [2.276629, 4.571913, -2.165614], [4.665964, 2.417341, -1.412611], [-0.995922, 4.845469, 1.613146]], "forces_ev_per_a": [[-1.840, 0.193, 0.659], [0.018, -0.009, 0.092], [-0.596, -0.313, -0.048], [-0.254, -1.089, -0.870], [-0.561, -0.433, -0.076], [0.526, 0.045, -0.420], [-0.006, 0.062, -0.088], [-0.576, -0.378, 0.250], [-0.009, 0.047, 0.056], [0.140, -0.016, 0.197], [-0.014, -0.008, -0.004], [1.225, 0.154, -0.827], [-0.181, -0.210, 0.044], [-0.057, 0.184, 0.026], [0.030, -0.069, 0.285], [1.135, 0.372, -1.050], [0.054, -0.108, 0.001], [-0.028, 0.094, 0.127], [-0.062, -0.387, 0.055], [-0.460, -0.296, 0.196], [-0.098, -0.288, -0.248], [-0.090, 0.179, -0.131], [-0.056, 0.128, -0.031], [-0.081, -0.194, 0.098], [0.073, 0.205, 0.057], [-0.432, -0.132, 0.294], [0.039, -0.100, 0.022], [0.082, 0.007, 0.030], [0.058, -0.010, 0.044], [0.719, 1.212, 1.151], [0.107, 0.322, 0.210], [0.450, 0.553, 0.348], [0.122, 0.080, -0.018], [0.034, -0.107, -0.049], [-0.623, 0.364, 0.263], [0.059, 0.014, 0.014], [0.169, 0.205, 0.126], [-0.120, -0.064, 0.099], [-0.030, -0.009, 0.018], [-0.097, -0.064, -0.048], [0.053, 0.042, -0.088], [-0.028, 0.080, 0.109], [0.587, -0.385, 0.053], [-0.071, -0.036, 0.011], [-0.121, -0.039, -0.261], [0.220, 0.001, -0.257], [0.648, 0.346, -0.380], [0.102, 0.092, 0.209], [-0.133, 0.047, -0.123], [0.040, 0.085, -0.242], [-0.012, -0.022, -0.039], [0.009, 0.155, 0.012], [-0.111, -0.025, 0.144], [-0.001, -0.010, -0.024], [-0.079, 0.078, 0.004], [0.052, 0.072, 0.019], [0.058, -0.037, 0.115], [-0.052, -0.012, 0.047], [-0.032, -0.019, -0.042], [0.002, -0.042, 0.008], [0.006, -0.024, 0.109], [0.021, -0.027, -0.031], [-0.070, 0.023, -0.049], [0.133, -0.018, 0.039], [0.017, -0.002, 0.013], [0.037, -0.057, 0.038], [-0.055, 0.001, -0.054], [-0.050, -0.011, 0.045], [-0.070, 0.030, -0.153], [-0.045, -0.108, -0.025], [0.007, -0.048, -0.080], [0.021, -0.048, -0.099], [0.009, 0.073, -0.031], [-0.038, -0.005, 0.038], [0.105, -0.001, 0.009], [0.047, -0.050, 0.102], [-0.022, 0.060, 0.080], [0.071, 0.038, -0.096], [-0.087, 0.105, 0.006], [0.055, 0.008, -0.042], [0.049, -0.042, 0.023], [0.021, -0.035, -0.007], [0.013, 0.010, 0.017], [0.022, 0.062, -0.009], [-0.133, -0.113, 0.034], [0.073, 0.031, -0.001], [0.019, -0.096, 0.031], [0.020, -0.013, -0.098], [-0.071, -0.085, 0.068], [0.059, -0.007, -0.004], [-0.025, -0.021, 0.003], [-0.013, -0.067, 0.057], [-0.021, -0.074, -0.060]], "lowdin_spin": [4.6114, 0.0275, 0.0548, 0.0342, 0.0023, 0.0034, 0.0018, 0.0451, 0.0332, 0.0015, 0.0092, 0.0093, 0.0016, 0.0003, 0.0003, 0.0102, 0.0022, 0.0000, 0.0049, 0.0039, 0.0009, 0.0001, 0.0008, 0.0202, 0.0022, 0.0102, -0.0001, -0.0002, 0.0000, 0.0296, 0.0014, 0.0031, 0.0043, -0.0001, 0.0155, 0.0000, 0.0048, 0.0002, 0.0005, 0.0001, 0.0000, 0.0001, 0.0296, 0.0002, 0.0002, 0.0008, 0.0042, 0.0001, 0.0019, 0.0003, 0.0001, 0.0000, 0.0004, 0.0003, 0.0001, 0.0000, -0.0001, 0.0000, 0.0000, 0.0000, 0.0000, 0.0002, 0.0002, 0.0001, 0.0001, 0.0000, 0.0008, 0.0000, 0.0000, 0.0001, 0.0002, 0.0004, 0.0007, 0.0000, 0.0000, 0.0000, 0.0000, 0.0000, -0.0002, 0.0049, -0.0001, 0.0002, 0.0000, 0.0015, 0.0001, 0.0001, 0.0001, -0.0002, 0.0001, 0.0003, 0.0000, 0.0016, -0.0001], "multiplicity": 6, "s2": 8.7577, "energy_ha": -3234.91329, "max_force_ha_per_bohr": 0.038}